Entry 1:
# C20H43IrN2OP3S

C20H43IrN2OP3S as an isolated structure at a distorted geometry (the ωB97M-V functional and the def2-TZVPD basis, the Open Molecules 2025 dataset).

```
71
Properties=species:S:1:pos:R:3:forces:R:3
Ir -0.465 0.437 -0.139 1.4 0.1 -3.1
P -2.103 -1.060 -0.064 -1.6 -1.3 0.4
P 0.840 -0.125 1.501 0.5 -0.2 1.4
P 0.956 -1.181 -1.796 1.0 -0.6 -0.2
H -1.215 4.207 -0.988 -0.1 -0.8 -0.1
C -1.549 3.466 -1.729 -2.1 0.4 -0.6
C -2.732 2.776 -1.687 0.9 1.8 -1.2
H -3.506 2.801 -0.907 0.8 0.0 -0.2
C -3.587 -0.458 0.801 -0.3 -0.3 -0.3
C -1.725 -2.610 0.814 -0.3 -0.2 -0.1
C -2.637 -1.536 -1.725 -0.5 -0.2 -0.2
C 1.988 1.263 1.641 1.1 0.1 0.6
C -0.115 -0.339 3.040 0.3 -0.1 0.4
C 1.909 -1.567 1.522 0.2 0.2 0.1
C 0.806 -1.552 -3.608 -0.5 0.4 -0.2
C 1.117 -2.997 -1.335 -0.1 0.4 0.4
C 2.739 -0.673 -1.808 -0.2 0.0 -0.1
H -1.054 3.568 -2.699 -0.3 -0.2 0.4
H -3.077 2.409 -2.645 0.0 -0.5 0.0
H -3.872 0.541 0.457 0.1 -0.2 0.0
H -3.416 -0.430 1.882 0.0 -0.1 -0.2
H -4.398 -1.162 0.583 0.0 0.1 0.2
H -1.663 -2.432 1.896 -0.1 0.0 -0.3
H -0.788 -3.062 0.474 -0.3 0.2 0.1
H -2.547 -3.314 0.619 0.2 0.0 0.2
H -2.804 -0.639 -2.343 0.0 -0.3 0.3
H -3.586 -2.090 -1.634 0.3 0.1 -0.2
H -1.891 -2.174 -2.226 -0.3 0.2 0.3
H 2.963 0.845 1.956 -0.3 0.5 -0.1
H 1.638 1.978 2.396 0.3 -0.4 -0.3
H 2.129 1.800 0.685 -0.1 -0.4 0.4
H 0.218 -1.304 3.448 -0.3 0.4 0.3
H -1.205 -0.377 2.868 0.6 0.2 0.1
H 0.144 0.468 3.742 -0.2 -0.4 0.0
H 2.542 -1.599 0.641 0.0 -0.1 0.2
H 1.315 -2.468 1.601 0.0 -0.3 0.0
H 2.534 -1.465 2.403 0.2 -0.2 0.2
H 1.269 -2.525 -3.831 -0.1 0.4 0.1
H 1.345 -0.784 -4.177 -0.3 -0.1 0.1
H -0.247 -1.585 -3.910 0.3 0.0 -0.1
H 1.662 -3.472 -2.162 -0.1 0.1 0.4
H 0.125 -3.465 -1.262 0.4 0.1 0.0
H 1.692 -3.144 -0.408 -0.5 0.0 -0.5
H 3.196 -1.111 -2.706 0.0 0.1 0.3
H 3.275 -1.030 -0.923 0.0 0.2 -0.3
H 2.810 0.419 -1.868 0.1 -0.2 0.0
C -0.089 1.421 -4.586 -1.3 -0.4 0.9
C 0.795 2.438 -4.141 1.4 0.7 -0.1
C 1.932 2.668 -4.923 -1.0 0.6 1.8
C 2.158 1.932 -6.088 0.3 -0.2 -0.3
C 1.208 1.030 -6.541 -1.5 -1.2 -0.5
C 0.038 0.830 -5.846 0.5 -0.2 -1.1
O -1.050 0.832 -3.848 1.4 1.1 -1.0
H -0.777 0.969 -2.937 -0.5 0.2 1.3
H 0.603 3.048 -3.239 0.3 -0.8 -0.6
H 2.669 3.411 -4.603 -0.3 -0.2 -0.1
H 3.066 2.049 -6.651 0.3 0.2 -0.1
H 1.352 0.417 -7.419 0.2 0.3 -0.2
H -0.778 0.162 -6.123 0.5 0.0 -0.3
S -1.582 2.164 0.653 -0.7 0.7 1.3
C -1.257 2.654 2.277 0.4 0.0 1.5
N -0.134 3.270 2.668 -0.8 -0.3 -0.9
C -0.120 3.491 4.097 0.8 0.5 1.0
C -1.512 3.022 4.543 -0.2 0.4 1.0
N -2.092 2.504 3.322 0.3 -0.4 -1.8
H 0.524 3.667 2.005 -0.3 -0.1 0.3
H 0.059 4.553 4.325 -0.1 -0.4 0.0
H 0.677 2.891 4.576 -0.2 0.3 -0.2
H -2.100 3.864 4.923 0.0 -0.3 0.0
H -1.450 2.241 5.314 -0.1 0.3 -0.2
H -2.996 2.042 3.245 0.4 0.3 0.1
```
Positions in Å, forces in eV/Å.

Values from the calculation:
ΔE to the lowest compared entry with this formula, charge and spin ... 13.3 kcal/mol
Maximum force ... 0.06607 Eh/bohr
Expectation value of S² ... 6.031
HOMO-LUMO gap (spin up / spin down) ... 0.254 / 0.205 Ha
Charge ... +3
Total energy ... -2498.12658 Eh
LUMO level (spin up / spin down) ... -8.07 / -11.89 eV
M ... 644.783 g mol⁻¹
2S+1 ... 5



Entry 2:
# C20H43IrOP3Se

C20H43IrOP3Se as an isolated structure at a distorted geometry (the ωB97M-V functional and the def2-TZVPD basis, the Open Molecules 2025 dataset).

```
69
Properties=species:S:1:pos:R:3:forces:R:3
Ir -0.599 -0.058 -1.578 0.4 1.2 0.3
P -2.900 -0.174 -1.250 -1.7 -0.8 -1.0
P 0.181 -2.186 -1.110 0.3 -0.9 -0.4
P -0.018 2.186 -1.290 0.3 2.2 0.5
H 3.334 -0.651 -1.865 0.9 0.3 0.1
C 3.828 0.186 -1.348 -0.4 -0.1 1.2
C 4.162 0.072 -0.042 0.6 -0.3 -1.5
H 4.378 -0.934 0.323 -0.8 0.2 0.4
C -3.739 -0.184 -2.899 0.2 0.3 0.2
C -3.533 -1.677 -0.414 0.5 -0.1 0.1
C -3.604 1.168 -0.261 0.3 0.3 0.0
C 1.863 -2.889 -1.124 0.3 0.2 0.0
C -0.424 -2.644 0.520 -0.4 -0.7 0.7
C -0.638 -3.220 -2.400 -0.1 0.1 -0.1
C 1.632 2.941 -1.527 0.3 -0.4 -0.3
C -0.377 2.761 0.406 -0.3 -0.2 0.2
C -1.034 3.214 -2.443 -0.2 -0.4 -0.1
H 3.959 1.094 -1.923 -0.3 0.2 0.2
H 4.511 0.894 0.582 0.1 -0.1 -0.4
H -4.837 -0.283 -2.812 0.5 0.0 0.0
H -3.334 -0.998 -3.528 -0.2 0.2 0.4
H -3.501 0.768 -3.396 -0.2 -0.2 0.1
H -4.617 -1.784 -0.569 0.3 0.3 0.1
H -3.292 -1.613 0.657 -0.3 0.0 -0.3
H -3.059 -2.586 -0.804 -0.2 0.3 0.0
H -4.695 1.138 -0.295 0.0 -0.1 -0.1
H -3.269 2.142 -0.636 -0.1 -0.2 0.2
H -3.286 1.036 0.781 -0.1 0.1 -0.2
H 1.791 -3.894 -1.563 0.1 0.2 0.2
H 2.215 -2.976 -0.089 0.1 0.1 -0.3
H 2.581 -2.306 -1.707 -0.2 -0.2 0.1
H -1.226 -3.389 0.422 0.2 0.2 0.1
H -0.808 -1.790 1.104 0.2 -0.5 -0.4
H 0.396 -3.142 1.052 -0.3 0.1 0.1
H -0.076 -4.149 -2.508 -0.1 -0.1 0.1
H -0.636 -2.730 -3.391 0.0 -0.3 0.6
H -1.668 -3.450 -2.132 0.0 0.0 -0.1
H 1.543 4.043 -1.540 -0.2 -0.5 0.1
H 2.053 2.614 -2.484 0.0 0.1 0.2
H 2.313 2.641 -0.719 -0.2 0.0 -0.3
H -0.601 3.836 0.450 0.1 -0.3 -0.2
H 0.499 2.570 1.031 0.1 0.1 -0.2
H -1.205 2.202 0.845 -0.1 0.2 -0.1
H -0.739 4.274 -2.428 0.1 -0.3 0.3
H -2.108 3.146 -2.227 0.3 0.0 -0.1
H -0.856 2.843 -3.460 -0.1 0.1 0.1
C 1.237 0.054 -5.287 -0.7 0.4 1.0
C 2.588 -0.160 -4.950 1.2 -0.3 -0.5
C 3.547 -0.070 -5.962 -0.3 -0.4 2.0
C 3.161 0.249 -7.266 -0.1 0.1 -1.2
C 1.816 0.525 -7.590 -1.2 0.1 0.8
C 0.844 0.479 -6.583 0.7 0.2 -1.7
Se -0.222 -0.320 -4.052 0.7 0.0 -1.4
H -0.731 0.038 0.010 0.3 -0.2 -0.5
H 2.900 -0.396 -3.930 -0.2 0.0 -0.4
H 4.598 -0.268 -5.744 -0.3 0.1 0.0
H 3.916 0.290 -8.054 -0.2 0.0 0.2
H 1.549 0.786 -8.616 0.0 0.0 0.4
H -0.182 0.759 -6.838 0.3 -0.3 0.2
C 0.679 -0.291 3.226 0.8 -0.2 -0.3
C -0.769 -0.295 3.653 -1.1 0.0 -0.5
C -0.958 -0.094 5.138 -0.3 0.3 0.7
O -1.717 -0.373 2.877 1.8 0.0 1.3
H 1.323 -0.284 4.105 -0.2 0.0 -0.1
H 0.839 0.632 2.671 0.0 0.1 -0.2
H 0.923 -1.153 2.602 -0.2 0.1 -0.1
H -1.492 0.856 5.243 -0.1 0.0 0.1
H -1.583 -0.888 5.539 -0.2 -0.1 0.0
H 0.004 -0.050 5.662 -0.3 -0.1 -0.3
```
Positions in Å, forces in eV/Å.

Values from the calculation:
ΔE to the lowest compared entry with this formula, charge and spin ... 0.0 kcal/mol
Maximum force ... 0.04384 Eh/bohr
Expectation value of S² ... 8.782
HOMO-LUMO gap (spin up / spin down) ... 0.264 / 0.141 Ha
Charge ... +4
Total energy ... -4391.23105 Eh
LUMO level (spin up / spin down) ... -11.89 / -15.81 eV
M ... 663.662 g mol⁻¹
2S+1 ... 6



Entry 3:
# C20H43MnN2P3S2

C20H43MnN2P3S2 as an isolated structure at a distorted geometry (the ωB97M-V functional and the def2-TZVPD basis, the Open Molecules 2025 dataset).

```
71
Properties=species:S:1:pos:R:3:forces:R:3
Mn 0.090 -0.528 -0.100 -0.3 0.0 0.3
P -0.417 -2.466 -1.407 -0.7 -1.2 -1.5
P 1.245 0.600 -1.770 1.3 1.2 -2.3
P -1.601 -1.038 1.472 -1.4 -1.4 1.7
H -2.046 6.982 0.734 -0.1 -0.5 0.7
C -2.139 6.612 1.770 -0.2 0.5 0.2
C -1.090 6.458 2.577 -0.3 0.6 0.5
H -0.050 6.642 2.260 -0.7 -0.1 0.2
C -1.811 -2.038 -2.513 0.2 0.1 0.2
C 0.947 -3.058 -2.478 0.5 0.5 0.0
C -0.910 -4.048 -0.620 -0.1 0.1 0.6
C 1.734 2.303 -1.355 -0.3 0.2 0.8
C 2.839 -0.084 -2.387 0.2 -0.4 0.2
C 0.246 0.852 -3.272 -0.3 -0.1 0.1
C -2.161 0.197 2.677 0.1 0.8 0.1
C -1.082 -2.384 2.630 0.2 0.0 -0.2
C -3.195 -1.642 0.824 0.1 0.1 -0.2
H -3.162 6.523 2.175 0.6 0.0 -0.3
H -1.255 6.291 3.657 0.2 -0.1 -0.7
H -2.031 -2.871 -3.189 0.1 0.1 0.1
H -1.556 -1.145 -3.092 -0.1 -0.3 0.1
H -2.695 -1.816 -1.904 0.1 -0.1 -0.2
H 0.610 -3.899 -3.101 -0.2 0.2 0.2
H 1.800 -3.398 -1.870 -0.5 0.1 -0.2
H 1.308 -2.264 -3.141 -0.1 -0.1 0.1
H -0.979 -4.839 -1.382 0.1 0.4 0.0
H -1.882 -3.980 -0.123 0.3 0.0 -0.2
H -0.177 -4.363 0.132 0.0 0.1 -0.2
H 2.257 2.776 -2.198 -0.2 -0.4 0.1
H 2.398 2.297 -0.480 -0.1 0.1 -0.2
H 0.845 2.896 -1.108 0.2 0.0 0.0
H 2.811 -0.206 -3.481 -0.1 0.0 0.4
H 3.078 -1.051 -1.922 -0.1 0.3 -0.2
H 3.649 0.619 -2.141 -0.3 -0.2 0.0
H 0.784 1.535 -3.943 -0.1 -0.2 0.1
H -0.710 1.310 -2.981 0.2 0.0 -0.2
H 0.054 -0.097 -3.789 0.1 0.3 0.0
H -2.990 -0.239 3.259 0.4 0.0 -0.2
H -2.538 1.095 2.169 0.0 -0.3 0.3
H -1.347 0.478 3.363 -0.3 -0.1 -0.2
H -1.828 -2.480 3.430 0.1 0.1 -0.3
H -0.111 -2.146 3.084 -0.3 0.1 -0.1
H -0.996 -3.343 2.108 -0.1 0.2 0.1
H -3.894 -1.697 1.668 0.1 -0.1 -0.2
H -3.098 -2.629 0.363 -0.2 0.3 0.1
H -3.577 -0.929 0.087 -0.1 -0.1 0.1
C -0.236 3.874 1.151 -0.5 -0.7 -1.3
C -1.322 3.184 0.608 0.1 0.2 -0.4
C -2.002 3.753 -0.463 -0.1 -0.1 -0.9
C -1.546 4.923 -1.087 -0.1 -0.1 0.2
C -0.352 5.478 -0.637 0.0 0.8 -0.9
C 0.333 4.920 0.421 0.3 -0.1 0.9
S 0.336 3.588 2.733 1.6 0.2 1.4
H -0.150 2.396 3.057 -0.4 -0.3 -0.4
H -1.618 2.216 1.012 -0.3 0.5 0.2
H -2.909 3.286 -0.839 0.1 0.0 0.0
H -2.107 5.413 -1.895 0.2 -0.4 0.5
H -0.006 6.428 -1.087 0.0 -0.8 0.2
H 1.282 5.315 0.788 -0.3 0.3 -0.2
S 1.827 -1.358 1.072 1.6 -0.6 0.9
C 2.409 -3.004 0.991 0.1 -0.5 -0.3
N 2.193 -3.943 1.907 -0.4 1.0 -0.1
C 2.832 -5.204 1.556 -0.1 -1.0 0.5
C 3.615 -4.855 0.300 0.7 -0.8 -0.4
N 3.179 -3.503 0.005 -0.5 1.3 0.3
H 1.624 -3.808 2.739 0.3 0.1 -0.3
H 2.080 -5.978 1.357 0.1 0.2 0.1
H 3.475 -5.570 2.364 -0.2 0.2 -0.1
H 3.366 -5.524 -0.526 0.1 0.1 0.0
H 4.696 -4.909 0.467 -0.2 0.2 -0.1
H 3.629 -2.908 -0.687 -0.1 -0.2 0.5
```
Positions in Å, forces in eV/Å.

Values from the calculation:
ΔE to the lowest compared entry with this formula, charge and spin ... 0.0 kcal/mol
Maximum force ... 0.05660 Eh/bohr
Expectation value of S² ... 6.268
HOMO-LUMO gap (spin up / spin down) ... 0.087 / 0.162 Ha
Charge ... +3
Total energy ... -3867.80721 Eh
LUMO level (spin up / spin down) ... -12.64 / -10.64 eV
M ... 523.572 g mol⁻¹
2S+1 ... 5



Entry 4:
# C20H43N2NdOP3

C20H43N2NdOP3 as an isolated structure at a distorted geometry (the ωB97M-V functional and the def2-TZVPD basis, the Open Molecules 2025 dataset).

```
70
Properties=species:S:1:pos:R:3:forces:R:3
Nd -1.703 1.877 -1.017 5.6 -5.1 1.1
P -2.321 -1.514 0.027 -1.2 -1.1 0.1
P 0.937 -0.499 1.584 0.5 0.4 0.6
P 2.027 -1.345 -2.740 0.2 -0.1 0.3
H -2.441 4.919 -1.688 -0.1 -0.7 0.5
C -2.298 3.932 -2.152 -4.1 0.7 -2.5
C -3.371 3.005 -2.233 0.4 4.5 -1.7
H -4.341 3.195 -1.755 0.5 0.1 0.2
C -3.946 -1.161 0.821 0.0 0.3 0.1
C -1.748 -2.895 1.142 0.6 0.4 0.1
C -2.971 -2.559 -1.353 0.2 0.3 -0.4
C 2.402 0.570 1.261 0.1 0.0 -0.2
C 0.524 0.219 3.231 -0.2 -0.1 0.2
C 1.763 -2.051 2.168 -0.1 -0.4 -0.3
C 1.391 -1.733 -4.381 0.0 0.1 -0.5
C 1.503 -2.620 -1.573 -0.1 0.3 -0.1
C 3.821 -1.148 -2.738 -0.1 0.0 -0.3
H -1.425 3.958 -2.841 -0.1 -0.9 0.5
H -3.421 2.199 -2.988 0.6 -0.1 0.4
H -4.449 -0.395 0.213 -0.1 -0.1 0.3
H -3.787 -0.785 1.844 -0.2 0.0 -0.3
H -4.605 -2.046 0.861 0.4 0.3 0.0
H -1.397 -2.477 2.096 0.0 -0.2 -0.2
H -0.915 -3.428 0.659 -0.2 0.2 0.2
H -2.532 -3.637 1.368 0.0 0.5 -0.3
H -3.350 -1.874 -2.122 0.0 -0.3 -0.1
H -3.801 -3.222 -1.050 0.5 0.3 0.1
H -2.155 -3.164 -1.778 -0.3 0.2 0.0
H 3.285 0.193 1.792 -0.2 0.2 -0.1
H 2.188 1.584 1.620 0.1 -0.2 -0.2
H 2.607 0.610 0.186 0.1 0.1 0.2
H 1.275 -0.028 3.991 0.0 0.1 -0.2
H -0.435 -0.191 3.575 0.2 0.2 0.0
H 0.468 1.315 3.151 -0.1 -0.3 0.0
H 2.831 -1.883 2.377 -0.4 0.0 0.0
H 1.692 -2.833 1.395 0.0 0.2 0.3
H 1.273 -2.428 3.079 0.2 0.1 -0.4
H 1.671 -2.782 -4.611 -0.1 0.5 0.2
H 1.890 -1.076 -5.115 -0.3 -0.2 0.2
H 0.293 -1.630 -4.485 0.7 0.0 0.3
H 1.128 -3.496 -2.101 0.0 0.0 0.1
H 0.706 -2.156 -0.968 0.3 -0.4 0.0
H 2.377 -2.892 -0.977 -0.3 -0.1 0.2
H 4.218 -1.624 -3.640 0.2 0.1 0.2
H 4.251 -1.615 -1.844 -0.1 0.1 -0.2
H 4.047 -0.071 -2.741 0.0 -0.4 -0.1
C 0.729 1.802 -3.352 0.2 0.0 -0.9
C 1.947 2.490 -3.528 -1.5 -0.2 -0.2
C 2.140 3.126 -4.753 0.5 -0.6 0.0
C 1.256 2.899 -5.827 0.1 0.3 0.3
C 0.170 2.023 -5.681 0.7 0.3 -0.6
C -0.062 1.411 -4.461 0.0 0.8 1.1
O 0.330 1.534 -2.096 -2.5 -0.2 2.0
H 1.562 -0.149 -2.176 -0.3 -0.2 -0.3
H 2.568 2.541 -2.638 0.2 0.5 -0.3
H 3.041 3.736 -4.827 -0.3 0.0 -0.4
H 1.423 3.411 -6.780 -0.1 -0.3 0.4
H -0.459 1.826 -6.548 0.1 0.0 0.2
H -0.900 0.727 -4.295 0.1 0.2 -0.1
C -2.327 1.583 4.537 0.5 -0.6 0.0
N -3.040 2.306 3.460 0.5 -0.3 -0.4
C -3.996 3.380 3.789 -0.8 0.7 -0.5
C -2.591 2.267 2.254 0.3 1.1 0.0
N -2.167 2.437 1.165 -0.5 -0.6 1.0
H -2.807 1.833 5.475 0.0 0.0 0.0
H -1.263 1.853 4.560 -0.5 0.2 0.1
H -2.380 0.499 4.379 -0.2 0.3 0.1
H -3.615 4.357 3.466 0.1 -0.3 0.2
H -4.950 3.219 3.268 0.2 -0.1 0.2
H -4.177 3.393 4.861 0.1 -0.1 -0.1
```
Positions in Å, forces in eV/Å.

Values from the calculation:
Maximum force ... 0.14986 Eh/bohr
Expectation value of S² ... 3.759
HOMO-LUMO gap (spin up / spin down) ... 0.162 / 0.166 Ha
Charge ... +3
Total energy ... -2557.05734 Eh
LUMO level (spin up / spin down) ... -11.33 / -11.25 eV
M ... 564.739 g mol⁻¹
2S+1 ... 4



Question: What is the charge in the second record?
Answer: +4



Question: Which value of M does entry 2 give?
Answer: 663.662 g mol⁻¹



Question: Which value of expectation value of S² does entry 2 give?
Answer: 8.782